C19H35BCl4N5O24 | ωB97M-V with the def2-TZVPD basis set

XYZ file:
```
88
Properties=species:S:1:pos:R:3:forces:R:3:lowdin_charge:R:1
O -3.2208 -6.9823 0.2177 -0.1 -0.1 -0.4 0.042
O -0.5611 -3.5795 5.6018 0.0 -0.4 -1.0 0.040
O -2.0283 7.0039 1.8047 -0.3 -0.2 -0.1 0.069
H -0.9186 3.1157 -2.8684 1.1 0.0 0.3 0.069
O -2.9026 3.2747 -4.0415 0.0 0.1 -0.6 0.118
H -3.6473 4.6634 1.0376 -0.1 -0.3 0.4 0.105
C 2.5764 -4.2882 -0.4121 0.4 -0.4 -0.9 -0.670
N -3.8665 -6.2049 0.8912 0.5 -0.1 0.9 -0.443
O -1.3025 -2.0931 4.2331 0.2 -1.1 -0.2 0.053
H -0.0425 -3.7908 2.6099 0.4 -0.6 0.1 0.066
C -2.6243 4.7815 1.3777 0.8 0.4 -0.3 0.052
C 0.5517 1.0487 -4.6355 -0.3 -1.5 -1.1 -0.607
C -0.3531 -1.7644 -0.4607 -0.2 -0.7 0.0 -0.394
H -0.3253 4.4859 -1.6747 0.5 -0.1 -0.7 0.095
H 0.8423 -2.3912 3.2187 0.0 0.0 -0.3 0.095
H -0.4056 2.1220 3.5536 0.2 0.2 -0.1 0.076
H -2.1927 4.0212 2.0194 -0.6 -0.5 -0.2 0.087
O 0.7724 0.9043 5.2544 0.0 0.2 0.0 0.078
O -1.7103 4.9370 -3.1268 -0.3 0.7 0.1 0.012
Cl 4.9210 4.0129 2.0162 -0.1 -0.2 0.0 0.555
H -2.8939 -4.4801 1.5119 -0.1 0.0 0.3 0.070
H 0.1841 3.6520 4.3766 -0.1 0.1 -0.3 0.113
N 0.0016 -6.7705 -0.5832 -0.2 0.0 0.0 -0.440
O 0.2510 -0.6002 -0.5219 -0.3 -0.1 -0.1 0.239
O 0.4022 3.6011 0.8705 -0.2 0.2 -0.2 0.140
H 6.0501 0.9885 3.8606 0.1 -0.1 -0.2 0.072
C -2.5419 4.4278 -4.0385 -0.3 -0.9 1.6 -0.622
H -0.9473 -6.4988 -2.4310 0.6 0.0 -0.2 0.099
O 0.0180 -6.3690 0.5664 0.3 -0.3 -0.2 0.032
H -2.1766 -5.9846 2.1084 0.0 0.0 0.0 0.085
N 0.1949 1.9291 5.5421 -0.3 -0.3 0.1 -0.438
O -1.2827 -0.5734 1.2545 0.0 0.0 0.3 0.255
H -4.9042 4.7096 -5.3905 0.2 -0.3 0.2 0.097
O 0.4516 -7.8296 -0.9805 0.1 0.2 0.3 0.063
N -2.5530 5.9976 2.2370 0.3 0.2 0.3 -0.446
O -0.3927 -2.6467 -1.2772 0.6 0.2 -0.2 0.128
O -2.9908 5.3874 -4.8220 -0.1 0.9 -0.2 0.006
O -0.4840 1.6075 0.2893 -0.3 -0.6 0.0 0.223
O 0.9189 0.2916 1.6339 -0.3 -1.0 -0.2 0.231
C -0.6684 -5.8964 -1.5724 -1.2 -0.2 -0.1 0.041
O -1.7706 -2.7713 1.2584 0.2 -0.2 0.0 0.131
H 4.3837 1.4333 3.5364 0.0 0.4 0.1 0.047
H 1.8462 3.5199 -6.2705 -0.4 0.2 0.3 0.091
C 2.0059 2.6109 -5.6998 1.1 -1.1 -0.6 -0.047
H 4.7930 -4.3933 -0.6719 -0.2 0.0 0.6 0.057
H -3.4651 4.2485 -6.4295 -0.5 -0.3 0.0 0.098
H -1.9708 4.9163 0.5211 0.0 0.2 0.1 0.075
H -0.0846 -5.0092 -1.7917 0.1 -0.1 0.1 0.077
H -0.5920 -0.7939 -2.9455 -0.1 -0.1 -0.1 0.072
O -0.4963 1.0701 -3.8153 0.2 0.3 -0.1 -0.016
H -1.3254 -0.6931 -4.5532 -0.1 0.1 0.0 0.100
H 2.8984 2.7007 -5.0797 -0.1 0.2 0.2 0.098
H 6.1824 3.3302 3.8707 -0.3 0.0 0.1 0.067
C -1.1029 3.9826 -2.2407 -0.4 -0.9 0.1 -0.027
C -1.1797 -1.8264 0.8300 -0.9 0.8 -0.3 -0.367
C -3.9467 5.0062 -5.8114 0.6 0.2 -0.5 -0.037
O -5.0528 -6.0105 0.7905 -0.3 0.1 -0.1 0.066
H -3.7167 -5.4036 2.8482 -0.1 0.1 -0.1 0.099
H 6.8955 2.7762 2.3940 -0.1 0.1 -0.2 0.062
C -0.4095 2.7471 4.4353 -0.2 -0.7 0.5 0.064
H 2.2303 1.8138 -6.4133 -0.2 -0.1 0.0 0.091
C 0.4721 -3.3851 3.4723 -0.4 1.2 0.8 0.009
H 3.9584 -2.7709 -0.6528 0.7 0.0 -0.3 0.073
Cl 2.7024 -4.4098 1.3472 -0.1 0.0 0.1 0.636
Cl 3.9270 -3.9774 -2.7304 -0.2 0.3 -0.3 0.549
C 5.9407 2.8721 2.9122 0.6 -0.2 0.1 -0.680
O 0.8847 2.2877 -4.9185 -0.5 1.7 0.7 0.008
C -3.1092 -5.4524 1.9531 0.1 -0.2 -0.6 0.058
N -0.5860 -3.0535 4.4932 0.0 1.7 1.2 -0.418
H -1.6986 3.5414 -1.4297 -0.9 0.6 -0.4 0.083
O -2.9834 5.8702 3.3705 -0.1 0.1 -0.2 0.043
O 1.0337 0.0646 -5.1563 -0.1 0.4 0.6 0.117
H -4.1075 5.8924 -6.4234 0.1 0.0 0.1 0.090
H 2.2927 -5.2414 -0.8580 0.2 -0.2 0.4 0.053
B -0.2065 0.1919 0.6524 1.0 0.7 0.2 -0.846
C 0.3666 2.4077 0.9179 0.2 -0.3 0.5 -0.391
C 3.9218 -3.8167 -0.9554 -0.7 0.2 0.0 -0.656
H -2.1262 0.0910 -3.1380 0.0 0.1 -0.1 0.103
Cl 5.2925 0.4832 1.6682 0.3 0.0 -0.2 0.538
H 1.2692 -3.8779 4.0144 -0.2 -0.8 -0.4 0.084
O 2.1600 1.9366 2.5186 -0.2 -0.1 -0.1 0.110
C 5.3967 1.4806 3.1405 -0.7 0.0 0.3 -0.656
C 1.2880 1.5200 1.8048 0.5 1.0 0.0 -0.432
H 1.8063 -3.5804 -0.7150 0.0 0.1 0.3 0.051
O 0.0228 2.3381 6.6766 0.1 0.1 -0.2 0.047
H -1.4385 2.9067 4.7461 0.1 0.4 0.0 0.102
C -1.1843 -0.1700 -3.6100 0.5 -0.2 0.2 -0.005
H -1.6169 -5.6229 -1.1128 0.2 0.3 0.2 0.082
```
Forces are in eV/Å.

Calculated values
- Net charge: -1
- HOMO-LUMO gap: 0.3746 hartree
- HOMO energy: -0.298 hartree
- 2S+1: 1
- E: -127621.9443 eV
- LUMO energy: 2.085 eV